Entry 1:
104
Properties=species:S:1:pos:R:3:forces:R:3 method="wB97M-V/def2-TZVPD" max_force_ha_per_bohr=0.0676 total_charge=0 orbital_gap_ev=1.080
N 1.982381 7.065291 5.645680 -0.6 -0.7 -0.5
C 1.129529 6.491047 4.573022 1.0 2.1 -0.2
O 0.045108 5.822021 5.250088 0.4 -1.2 -2.3
C -0.192729 4.544035 4.727224 0.1 -0.2 1.4
O -0.315198 3.660836 5.534712 -0.1 0.4 -1.3
C -0.353949 4.293697 3.189886 -0.3 0.1 -3.2
C -1.462082 4.914246 2.424631 1.8 -1.1 -0.7
C -2.469400 5.780487 3.249549 0.9 -1.5 -0.3
C -3.325016 4.864772 4.252474 -0.3 2.1 0.4
O -4.040891 5.464656 4.995034 0.5 -1.1 -0.6
Br -3.267240 2.906075 4.249716 0.0 0.8 -0.2
C -1.553813 4.667738 0.955679 0.1 0.3 2.4
C -2.747026 5.422390 0.290180 -0.3 0.2 0.1
C -4.176539 4.794561 0.593959 -0.7 0.2 -0.5
C -4.336849 3.285192 0.135822 -0.4 0.2 0.5
C -5.276425 2.418866 1.026073 -0.7 -2.0 1.6
C -4.666603 1.241925 1.693291 -1.6 0.3 0.1
C -5.416749 0.304515 2.531546 -0.8 2.1 -1.3
C -6.856615 0.531229 2.733963 1.7 1.3 -1.4
C -7.490800 1.693529 2.083974 1.9 -0.7 -0.1
C -6.712503 2.634451 1.236580 1.0 -1.8 1.0
N -0.639647 3.833251 0.285498 0.2 1.3 1.3
C -0.819639 3.571075 -1.160920 -0.1 -2.0 -1.6
C -1.215671 2.006456 -1.292085 -0.9 0.6 -1.1
C -2.498420 1.837325 -2.243650 0.2 -1.0 0.2
C -3.241498 0.509710 -1.787065 -0.3 -0.8 0.1
O -2.663091 -0.405790 -1.265958 -0.1 1.2 -0.1
O -4.624585 0.353321 -1.999545 1.8 1.1 -1.0
C 0.448153 3.222071 0.959717 -0.2 1.8 2.9
C 1.538234 2.329628 0.328205 0.9 -2.9 -0.3
F 1.665335 2.314654 -1.059006 -0.5 0.9 1.2
F 2.851331 2.661859 0.737714 -2.1 0.2 -0.2
C 1.277216 0.819883 0.734478 0.1 -2.3 0.4
C 0.189167 0.366660 1.598055 1.3 -1.6 -0.5
C 0.036052 -1.065558 1.958525 1.8 1.1 -1.5
C 0.968890 -2.053521 1.414970 0.1 2.3 -0.4
C 2.058332 -1.609195 0.501042 -1.1 1.7 1.3
C 3.025351 -2.669132 -0.117491 -1.6 0.8 -1.5
F 2.224133 -3.627317 -0.720793 1.5 0.9 1.3
F 3.892151 -3.221253 0.772762 -1.1 0.6 -1.5
F 3.675432 -2.039036 -1.175660 -0.1 -1.2 1.8
C 2.230336 -0.183469 0.174186 -2.0 -0.6 1.4
C 0.586463 3.424246 2.415639 -1.3 0.7 0.1
C 1.694449 2.762995 3.308853 0.5 0.1 -0.2
O 2.763394 3.744641 3.524305 -0.9 -0.4 -1.6
N 3.107720 3.786318 4.868139 1.4 -0.9 1.1
O 4.239891 3.494091 4.993483 -0.9 0.8 0.2
H 1.978637 6.443354 6.460149 0.3 0.2 -0.5
H 2.927878 7.239689 5.304999 -0.3 -0.2 0.3
H 0.767517 7.388581 3.978639 -0.1 -1.1 0.6
H 1.700945 5.850909 3.847939 -0.8 0.1 0.8
H -1.848763 6.497430 3.866254 -1.0 -0.8 -0.5
H -3.232484 6.335668 2.657209 0.8 -0.5 0.5
H -2.736727 6.463645 0.736546 0.1 -1.2 -0.6
H -2.671310 5.596518 -0.811243 0.3 -0.4 1.0
H -4.517411 4.956883 1.659614 0.6 -0.4 -1.1
H -4.908613 5.394808 -0.031114 0.8 -0.5 0.8
H -4.734959 3.291721 -0.913146 0.4 -0.1 0.9
H -3.317991 2.809654 0.132095 -1.0 0.3 0.0
H -3.565737 1.053451 1.546225 -1.3 0.2 0.1
H -4.845729 -0.552638 2.971053 -0.9 0.9 -0.4
H -7.414766 -0.217635 3.352149 0.4 1.1 -0.7
H -8.597551 1.807198 2.242586 1.4 0.1 -0.3
H -7.216514 3.491835 0.732370 0.4 -0.8 0.6
H 0.095694 3.814342 -1.777379 -0.9 -0.3 1.1
H -1.658914 4.099949 -1.663802 0.7 0.1 1.2
H -1.502262 1.615824 -0.279886 0.6 0.2 -1.0
H -0.411655 1.398851 -1.773711 -0.6 0.5 0.9
H -3.173169 2.729544 -2.234164 0.5 -0.9 0.0
H -2.155966 1.631411 -3.299301 -0.4 0.4 1.0
H -4.772792 0.753331 -2.882072 -0.4 -0.1 0.6
H -0.539224 1.081518 2.049479 0.7 -0.6 -0.5
H -0.804713 -1.328533 2.653455 1.1 0.1 -0.9
H 0.839502 -3.128412 1.701212 0.3 1.2 -0.5
H 3.029781 0.188439 -0.508424 -0.7 -0.6 0.7
H 1.338974 2.465604 4.330306 -0.2 0.3 -1.1
H 2.191754 1.873133 2.851323 -0.7 0.8 0.3
C 2.066345 -10.121799 -4.906251 0.3 -0.2 0.1
Si 3.339000 -8.818374 -4.407194 -1.3 1.6 -0.4
C 4.832696 -9.049193 -5.530710 0.2 -0.4 0.1
C 3.856975 -9.202661 -2.638248 0.2 -0.4 0.1
N 2.612729 -7.269109 -4.570083 1.3 0.0 0.5
Si 3.456376 -5.819039 -4.206806 -1.4 -1.6 -0.6
C 4.969835 -5.558487 -5.295766 0.3 0.4 0.1
C 3.990242 -5.713426 -2.404788 0.3 0.4 0.2
C 2.290663 -4.365277 -4.523532 0.3 0.2 0.1
H 2.494403 -11.125096 -4.812563 -0.1 -0.1 0.0
H 1.184418 -10.064653 -4.264133 0.0 0.0 0.0
H 1.753495 -9.978495 -5.943023 0.0 0.0 0.0
H 5.116339 -10.106554 -5.569981 0.1 0.0 0.0
H 5.699106 -8.491903 -5.169314 0.0 0.0 0.0
H 4.607399 -8.723549 -6.548467 0.0 0.0 0.0
H 3.050611 -8.974533 -1.937481 0.0 0.1 -0.1
H 4.744564 -8.638234 -2.345334 0.0 0.0 0.0
H 4.099062 -10.265917 -2.538243 0.0 0.0 0.1
H 5.787963 -6.224758 -5.015626 0.0 0.0 0.0
H 5.336554 -4.530906 -5.194969 0.1 0.0 0.0
H 4.726707 -5.726380 -6.347257 0.0 -0.1 0.1
H 3.163799 -5.968114 -1.737987 0.0 -0.1 -0.1
H 4.313551 -4.694003 -2.166749 0.0 0.0 0.1
H 4.829184 -6.378575 -2.191165 0.0 0.0 0.0
H 1.403600 -4.437867 -3.889345 0.0 0.0 0.0
H 1.972312 -4.347123 -5.568560 0.0 -0.1 0.0
H 2.792572 -3.417522 -4.302268 -0.1 0.1 0.0

Entry 2:
27
Properties=species:S:1:pos:R:3:forces:R:3 method="wB97M-V/def2-TZVPD" max_force_ha_per_bohr=0.1007 relative_energy_kcal_mol=74.6 total_charge=0 orbital_gap_ev=8.320
C 0.050867 -0.448667 -0.224614 4.8 1.8 -0.5
C -0.878455 0.660909 -0.011495 -3.9 -2.8 1.0
C 0.004693 -1.087656 -1.610439 -0.2 0.0 0.0
C 0.286065 -1.446464 0.891459 -0.1 0.1 -0.2
C -0.817733 1.428412 1.295689 0.0 -0.3 -0.2
C -2.380747 -0.521775 0.178207 1.0 2.6 0.1
C 2.976298 0.074555 0.283073 -0.3 0.0 0.1
C 1.695728 0.580656 -0.361800 -0.8 -1.0 -0.4
N -1.121336 1.457899 -1.136080 -0.2 0.5 -0.9
O 1.750916 1.560212 -1.069091 -0.5 -0.5 0.4
H -0.325865 1.620642 -1.740190 0.0 0.0 0.3
H -1.607726 2.320037 -0.935727 0.1 -0.1 0.0
H 0.000829 -2.173545 -1.531088 0.1 -0.1 0.0
H 0.861272 -0.787153 -2.213271 0.0 -0.1 -0.1
H -0.890007 -0.786735 -2.151386 0.0 0.0 0.0
H -0.525100 -2.171331 0.949794 -0.2 0.1 0.0
H 1.182078 -2.027310 0.678322 0.1 0.1 0.0
H 0.401309 -0.963587 1.858675 0.0 -0.1 0.1
H -0.777214 0.763282 2.152748 0.0 0.0 0.1
H 0.051690 2.086680 1.300865 0.1 0.1 0.0
H -1.715827 2.038866 1.398329 0.0 0.0 0.0
H -2.507433 -0.720890 1.237826 0.0 -0.1 0.1
H -2.401001 -1.438050 -0.402713 0.5 0.0 -0.1
H -3.173806 0.128335 -0.180088 -0.2 0.0 0.1
H 2.889044 0.162189 1.366738 0.0 -0.2 0.1
H 3.136102 -0.971921 0.023772 0.0 -0.1 0.1
H 3.835360 0.662406 -0.047515 -0.2 0.0 -0.1

Entry 3:
31
Properties=species:S:1:pos:R:3:forces:R:3 method="wB97M-V/def2-TZVPD" max_force_ha_per_bohr=0.1287 relative_energy_kcal_mol=63.2 total_charge=-1 orbital_gap_ev=9.646
N -0.965376 -0.704244 0.578548 3.3 3.7 -4.4
O -1.746272 0.237700 0.378528 -2.7 -0.8 0.8
O 0.012223 -0.436281 1.285650 0.3 -0.7 3.7
O -0.724057 -1.488624 -0.346767 -2.0 -2.3 -0.1
O 0.981997 -0.980160 -2.810588 0.8 0.0 -0.8
H 0.702402 -0.790573 -1.929967 0.0 0.6 1.0
H 0.315966 -1.609691 -3.079741 -0.3 -0.4 -0.4
O 2.337933 -1.568210 1.930375 2.5 -1.7 1.2
H 1.497799 -1.222761 1.791792 -2.7 0.9 -0.5
H 2.921349 -0.972488 1.489457 0.6 0.6 -0.4
O -1.333333 1.585337 -2.190390 -1.9 0.2 -3.0
H -1.441382 1.159947 -1.360486 -0.3 -0.7 1.3
H -2.168763 1.358829 -2.727036 2.0 0.5 1.5
O 1.783187 0.702289 -0.375973 2.1 1.6 -1.5
H 2.596189 0.197672 -0.535791 -0.9 -0.2 0.2
H 1.156512 0.265001 0.154013 -0.8 -1.3 1.2
O 0.465999 0.592900 3.919416 -0.4 0.2 2.0
H 0.104760 -0.000609 3.288579 -0.5 -0.7 -1.1
H 1.060419 1.138651 3.443359 0.8 0.7 -0.8
O -0.106243 3.326853 -0.337011 2.1 1.2 -1.1
H -0.773823 3.004770 0.236144 -1.0 -0.1 1.3
H 0.550293 3.844168 0.170425 -0.8 -0.7 -0.2
O 1.288504 -3.291422 0.010522 -0.4 -2.4 -1.9
H 0.610115 -2.645726 -0.054327 -0.9 1.0 0.0
H 1.873989 -3.031191 0.671261 1.4 0.9 1.8
O -1.444518 -2.214073 -3.111761 0.2 -1.6 0.5
H -1.883965 -1.423206 -3.341675 -0.7 1.5 -0.5
H -1.491275 -2.221898 -2.144202 0.1 0.0 0.0
O -2.179001 2.673411 1.407589 0.0 0.5 1.7
H -1.978463 1.746312 1.205650 -0.1 -0.3 0.1
H -2.023160 2.767319 2.384408 -0.2 -0.2 -1.5

Entry 4:
12
Properties=species:S:1:pos:R:3:forces:R:3 method="wB97M-V/def2-TZVPD" max_force_ha_per_bohr=0.1379 smiles="O=C1Cc2cocc21" relative_energy_kcal_mol=71.8 total_charge=0 orbital_gap_ev=10.144
C -1.451993 -0.235325 0.039019 0.8 0.2 -0.8
C -1.176561 1.260695 0.123931 -1.6 2.5 -1.1
C 0.355592 0.964945 -0.284698 -3.9 -2.2 1.8
C 1.612725 0.869174 0.016425 5.8 3.8 1.7
C 1.084595 -1.259558 0.059367 -0.4 -1.1 -1.4
C 0.048118 -0.469804 -0.267850 -3.6 -0.9 0.4
H -1.742585 1.692299 -0.775905 0.9 -0.4 1.0
H -1.698422 1.892170 0.998305 2.1 -1.5 -1.5
H 2.449891 1.631067 0.369876 -2.0 -1.6 -1.2
H 1.237619 -2.392065 0.066788 0.0 2.2 0.3
O -2.493644 -0.817291 0.050829 0.5 -0.4 0.3
O 2.108475 -0.383238 0.102142 1.6 -0.7 0.5